19
Properties=species:S:1:pos:R:3:forces:R:3 method="wB97M-V/def2-TZVPD" charge=0 homo_ev="-7.8 / -7.8"
C 3.44152 0.11911 -0.00016 -2.55 -1.24 0.26
C 2.93043 -1.09076 0.54097 -3.09 2.64 -0.11
C 1.43337 1.11283 0.30517 2.80 0.89 -1.44
C 0.98280 -0.02859 0.86420 -3.78 -0.63 0.34
C 0.55092 2.28586 0.16059 0.22 0.64 -0.75
C -1.31280 0.58618 0.44268 3.96 0.25 0.44
C -1.46525 -0.35461 -0.72901 -0.50 0.05 1.53
N 2.66646 1.15535 -0.27432 -0.70 0.56 1.32
N 1.58189 -1.18796 0.89775 2.90 0.31 -0.77
N -0.74420 1.86116 0.33590 -3.40 2.70 0.52
O 0.84079 3.45273 -0.09052 -0.32 -1.80 0.59
O -2.23477 0.53225 1.40928 0.74 2.77 -0.41
H 4.35474 0.13554 -0.48151 2.07 -0.12 -0.59
H 3.45632 -1.96153 0.40360 1.27 -2.01 0.36
H -2.51124 -0.38826 -1.03845 0.05 0.32 -0.44
H -1.21766 -1.35049 -0.39108 0.11 -0.40 0.10
H -0.75393 -0.09050 -1.46467 0.38 0.30 -1.05
H -1.36571 2.69585 0.62304 1.05 -1.90 -0.72
H -2.37402 -0.36201 1.50123 -1.21 -3.32 0.79


18
Properties=species:S:1:pos:R:3:forces:R:3 method="wB97M-V/def2-TZVPD" charge=0 homo_ev=-10.3 smiles="C=C(CC(=O)CC#N)C(=O)O"
C 0.85861 0.84786 1.41029 -0.39 0.72 0.13
C -0.28314 0.39534 0.90269 0.06 0.19 0.02
C -1.06693 0.98436 -0.23773 0.85 -0.16 0.44
C -0.75632 0.27100 -1.53536 -1.34 0.32 -0.39
O -1.66547 0.03650 -2.29966 1.32 -0.21 0.11
C 0.73942 0.01274 -1.85779 -0.60 -0.83 -0.71
C 1.24909 -1.15318 -1.12726 -0.19 1.23 -0.23
N 1.68520 -1.94982 -0.43775 0.28 -0.88 0.40
C -0.97069 -0.80583 1.48885 -0.06 -0.61 -0.17
O -2.16940 -0.87905 1.46222 0.17 -0.05 0.24
O -0.23012 -1.79931 2.02412 -0.19 0.40 -0.01
H 1.31889 1.82833 1.24485 -0.29 -0.44 -0.53
H 1.32191 0.29470 2.18933 0.39 -0.41 0.65
H -2.12455 0.94956 -0.02932 -0.25 -0.10 -0.14
H -0.76563 2.00552 -0.40735 0.16 0.61 0.01
H 0.82077 -0.19851 -2.92995 -0.07 0.15 0.16
H 1.34414 0.88086 -1.61439 0.06 0.08 0.14
H 0.69421 -1.72107 1.75421 0.08 -0.03 -0.12


18
Properties=species:S:1:pos:R:3:forces:R:3 method="wB97M-V/def2-TZVPD" charge=0 homo_ev=-9.4 smiles="COc1ccc([N+](=O)[O-])cc1"
C -1.69832 0.63753 -2.67770 0.68 -1.59 0.94
O -1.72948 -0.46577 -1.64819 1.48 0.88 0.69
C -0.73412 -0.47443 -0.61219 -0.35 1.88 -1.66
C 0.43992 0.28537 -0.78665 0.11 -0.44 1.12
C 1.37871 0.43909 0.26071 -0.29 -1.14 -0.53
C 1.19166 -0.23305 1.47840 -1.10 1.04 -1.37
N 2.05634 -0.09596 2.63386 0.42 -2.75 -0.98
O 2.45784 -1.14456 3.15084 -0.53 1.09 -0.13
O 2.35308 1.00815 2.92755 0.86 2.12 1.11
C -0.03655 -0.78978 1.65873 -0.77 -1.94 0.50
C -0.95342 -1.00267 0.65447 -1.38 0.68 -0.64
H -2.63877 0.56061 -3.14021 -1.49 -0.12 -0.21
H -1.60386 1.63269 -2.25377 0.31 -0.10 0.28
H -1.02453 0.45388 -3.53010 0.46 -0.04 0.81
H 0.56540 0.79312 -1.72451 0.38 0.12 -0.14
H 2.29710 0.94437 0.06319 0.39 0.51 -0.02
H -0.37186 -1.21689 2.58515 0.44 0.10 0.64
H -1.94914 -1.33172 0.96044 0.37 -0.31 -0.41


17
Properties=species:S:1:pos:R:3:forces:R:3 method="wB97M-V/def2-TZVPD" charge=0 homo_ev=-7.7 smiles="C1=C[C@@H]2CC=NOC=C2S1"
C -0.34743 1.72252 1.91120 -1.14 0.97 1.51
C -0.55250 1.58776 0.61691 -0.35 -1.21 0.18
C 0.22533 0.46999 0.01797 3.31 -0.81 -1.06
C -0.30425 -0.70860 -0.84459 -2.72 0.22 -0.02
C 0.61317 -1.60850 -1.59085 2.45 1.49 -0.07
N 1.61886 -2.25272 -1.13240 0.29 -0.72 -0.91
O 1.95277 -2.37243 0.20029 -0.61 -0.20 -0.97
C 1.55334 -1.50854 1.13250 -1.94 3.51 0.66
C 0.93828 -0.27184 1.15614 1.08 -0.97 -0.16
S 0.73847 0.62477 2.72637 0.00 -0.53 -0.98
H -0.91234 2.45650 2.52722 0.83 -0.46 -0.47
H -1.17166 2.25835 0.06964 -0.38 0.24 -0.45
H 0.95048 1.02137 -0.67734 -0.39 -0.88 0.80
H -0.81510 -1.45337 -0.21126 -0.37 0.75 0.18
H -1.06756 -0.23290 -1.48094 0.18 -0.71 -0.31
H 0.78304 -1.57407 -2.68813 -0.95 -0.08 0.63
H 1.75926 -1.91363 2.06984 0.71 -0.62 1.45


18
Properties=species:S:1:pos:R:3:forces:R:3 method="wB97M-V/def2-TZVPD" charge=0 homo_ev="-7.6 / -7.6"
C 1.02343 2.22858 0.91558 0.05 0.08 0.12
C -0.22131 2.25984 0.30915 0.00 0.05 -0.02
C 1.83087 1.10795 0.78234 -0.07 0.07 0.09
C -0.66023 1.19157 -0.44819 -0.01 -0.25 -0.10
C 1.40256 0.02833 0.03989 -0.22 -0.05 -0.27
C 0.15482 0.06483 -0.59742 -0.15 1.20 0.41
C -1.06439 -2.36268 0.03996 0.10 1.07 -1.51
N -0.16913 -1.02860 -1.36692 -1.12 -3.16 0.52
O -1.27842 -0.83867 -2.17356 0.28 0.59 0.46
S -2.42979 -2.96315 -0.48994 0.51 0.20 0.14
S -0.10641 -2.42256 1.42039 0.29 0.12 0.08
H 1.36313 3.07572 1.49155 0.04 0.07 0.07
H -0.85782 3.12562 0.42281 -0.02 0.07 0.00
H 2.79977 1.08127 1.25752 0.09 -0.01 0.04
H -1.62642 1.21218 -0.92847 -0.04 0.01 -0.05
H 2.02368 -0.84515 -0.08390 0.10 -0.09 -0.07
H -1.32660 -1.63393 -2.72220 0.22 0.09 0.17
H -0.85774 -3.28117 2.13142 -0.06 -0.06 -0.07


22
Properties=species:S:1:pos:R:3:forces:R:3 method="wB97M-V/def2-TZVPD" charge=+1 homo_ev="-11.5 / -12.0" spin_multiplicity=3 s_squared=2.008
O -0.99736 2.85967 -5.57155 -0.12 -1.10 1.81
C -1.05860 2.26962 -4.60129 0.10 1.12 -1.91
Pd -1.42795 0.93069 -1.32573 0.37 1.22 0.49
C -1.49138 1.56409 0.58525 0.17 1.81 4.01
O -1.40608 1.85855 1.69045 -0.27 -1.08 -3.12
C -1.21157 -1.02104 -1.73675 -0.95 -2.29 1.35
O -1.47679 -2.12778 -1.36658 1.29 3.36 -2.53
C 0.43999 1.62339 -1.88495 4.46 -0.62 0.53
O 1.58058 1.57307 -1.95855 -3.18 0.57 -0.14
C -3.28911 1.09124 -1.88337 -4.13 -0.35 -0.04
O -4.41819 1.08782 -2.04571 2.56 0.18 0.10
H -0.96008 -0.13115 -2.73789 -0.11 -3.07 -0.39
C 2.33646 -0.05201 2.39269 -0.15 -0.21 -0.06
S 1.96854 -1.50851 1.35983 0.23 -0.12 0.98
C 0.88979 -2.30046 2.63735 0.22 0.33 -0.88
O 1.14790 -1.04497 0.20779 -0.77 0.36 -0.24
H 3.31217 -0.26621 2.85243 -0.39 0.34 0.06
H 1.52748 0.07513 3.13214 0.53 0.10 -0.23
H 2.39042 0.82251 1.73198 0.15 -0.31 0.16
H 0.07227 -1.58313 2.86786 0.47 -0.63 -0.04
H 0.52076 -3.22071 2.14760 0.09 0.40 0.59
H 1.55075 -2.49981 3.50700 -0.57 0.00 -0.50


15
Properties=species:S:1:pos:R:3:forces:R:3 method="wB97M-V/def2-TZVPD" charge=0 homo_ev=-8.7
C -0.84742 -0.71591 -1.57026 0.07 -0.11 0.00
C 0.22729 -0.03064 -0.74287 0.40 -0.16 -0.18
C -0.45084 -0.22263 2.17631 1.44 -0.10 -0.41
C 0.92929 -0.68705 0.18338 -0.38 0.02 0.66
C 1.13369 -1.14950 1.38504 -1.10 0.73 0.14
C 0.53899 1.33552 -1.08634 0.30 0.30 -0.12
C 0.80647 2.46286 -1.42659 -0.14 -0.54 0.19
H -0.45307 -0.95481 -2.56257 -0.08 0.02 0.06
H -1.72799 -0.07735 -1.71165 0.29 -0.01 0.13
H -1.16080 -1.64699 -1.09095 0.08 0.10 -0.06
H -1.01794 -0.64696 1.37166 -0.44 0.52 -0.17
H 0.08947 0.70237 1.99461 -0.74 0.11 -0.34
H -1.11937 -0.05601 3.07109 1.49 -1.27 -0.09
H 1.98959 -1.77012 1.72794 -1.09 0.57 0.13
H 1.06265 3.45722 -1.71880 -0.08 -0.16 0.06


15
Properties=species:S:1:pos:R:3:forces:R:3 method="wB97M-V/def2-TZVPD" charge=0 homo_ev=-9.9 smiles=C#CC(C)(C)C#C
C -2.25750 0.35721 0.80682 -0.20 -0.48 -0.45
C -1.32545 -0.07592 0.17767 -0.34 0.29 0.37
C 0.11216 -0.08831 -0.17558 0.13 0.45 0.51
C 0.30010 0.24373 -1.69242 0.13 0.24 0.23
C 0.45787 1.11224 1.01552 0.00 -0.52 -0.58
C 0.69404 -1.43420 0.07319 0.36 0.00 0.37
C 1.17539 -2.52732 0.24319 -0.15 0.58 0.04
H -3.04471 0.76829 1.39461 -0.16 -0.20 -0.18
H -0.16548 -0.50727 -2.35474 0.07 0.13 0.64
H 1.35962 0.27004 -1.95871 -0.08 0.10 0.17
H -0.16277 1.20377 -1.93467 0.12 -0.02 0.13
H -0.21049 1.90845 0.68109 0.02 -0.16 0.33
H 0.07150 0.60955 1.90557 -0.08 0.35 -0.18
H 1.37097 1.63960 1.37254 0.38 -1.07 -1.24
H 1.62473 -3.47986 0.44593 -0.20 0.30 -0.14


One value per record, in order, for E_tot: -585.56776, -551.39029, -551.27223, -798.97189, -1197.17142, -1248.00383, -271.29467, -271.33833 hartree.
One value per record, in order, for energy above the lowest of the compared OMol25 structures with the same formula, charge and spin: 4.418, 1.502, 4.715, 3.150, 2.945, 0.658, 6.443, 5.255 eV.